Record 1
{
  "formula": "C12H40N2O8",
  "method": "ωB97M-V/def2-TZVPD",
  "elements": ["O", "O", "O", "O", "O", "O", "O", "O", "N", "N", "C", "C", "C", "C", "C", "C", "C", "C", "C", "C", "C", "C", "H", "H", "H", "H", "H", "H", "H", "H", "H", "H", "H", "H", "H", "H", "H", "H", "H", "H", "H", "H", "H", "H", "H", "H", "H", "H", "H", "H", "H", "H", "H", "H", "H", "H", "H", "H", "H", "H", "H", "H"],
  "coordinates": [[-0.39779, 0.00000, -3.83669], [3.17721, 1.14700, -1.36469], [-1.72179, 2.72500, 2.50531], [3.11921, -0.39100, 0.94331], [0.41121, -4.58400, 2.50031], [2.94321, -2.40700, -2.44969], [-0.08979, 5.81400, -0.81569], [-0.54579, 1.08800, 0.56631], [1.11521, -0.38100, 2.07231], [2.01621, -2.34700, 1.43031], [-2.00579, 4.53300, -1.30269], [-1.34979, 0.93200, -3.76469], [-0.26379, -4.61200, 0.29631], [1.90021, 1.41900, -1.92069], [-0.59379, 4.46000, -0.67869], [1.57621, -2.46300, -2.09469], [-1.04079, 1.21100, 4.24831], [-1.06379, -0.92600, -0.65669], [2.07421, -1.03400, 1.45931], [-1.58679, 0.38300, -0.04369], [-1.77379, 2.50000, 3.89331], [0.26921, -5.42300, 1.37931], [-0.25879, -0.63500, -1.39869], [0.05221, 1.33800, 3.99331], [0.03721, 3.75000, -1.20169], [-1.11479, 0.93900, 5.36231], [-0.64479, -1.56100, 0.04131], [-0.53179, -5.34400, -0.42069], [-1.60079, 1.54800, -4.65869], [-1.45479, 0.37800, 3.68731], [3.13421, 0.80500, -0.51069], [0.98121, -1.90400, -2.79569], [1.18221, 0.69900, 2.19231], [0.39021, 0.34900, -4.19269], [0.52321, -3.92600, -0.09269], [1.34621, -3.54300, -2.19169], [-1.76579, -1.41600, -1.35269], [3.40121, -3.13100, -1.95869], [-1.95779, 4.98600, -2.26669], [1.41821, 0.53400, -2.30169], [-0.51979, 4.21500, 0.30431], [-2.22679, 0.46300, -3.46569], [-1.81379, 1.08300, -0.81069], [1.08021, -2.72500, 1.58231], [-1.13779, 1.73100, -3.00269], [-1.26079, -4.12200, 0.46131], [1.43021, -2.12600, -1.05269], [1.25521, 1.98300, -1.24669], [-2.82579, 2.42900, 4.12831], [1.86321, 1.96000, -2.81669], [0.57721, -0.95100, 2.77631], [-1.30079, 3.34400, 4.36731], [-0.35879, -6.23000, 1.69331], [2.65921, -2.84900, 0.73231], [-2.80679, 5.03500, -0.79769], [-0.01079, 5.95100, -1.74269], [1.29621, -5.90200, 1.27831], [-1.34779, 1.99500, 2.06131], [0.06721, 0.43500, 0.88431], [-2.53479, 0.26600, 0.53631], [-2.37079, 3.45300, -1.37469], [0.98121, -4.94800, 3.20531]],
  "e_tot_ev": -32448.6185,
  "molar_mass_g_mol": 340.5,
  "smiles": "NC(N)=O.CCO.CCO.CCO.CCO.CO.CO.CO",
  "spin_multiplicity": 1,
  "homo_lumo_gap_ev": 9.42,
  "lumo_energy_ev": 0.1,
  "relative_energy_kcal_mol": 48.2
}

---

Record 2
{
  "formula": "C12H40O11",
  "method": "ωB97M-V/def2-TZVPD",
  "elements": ["O", "O", "O", "O", "O", "O", "O", "O", "O", "O", "O", "C", "C", "C", "C", "C", "C", "C", "C", "C", "C", "C", "C", "H", "H", "H", "H", "H", "H", "H", "H", "H", "H", "H", "H", "H", "H", "H", "H", "H", "H", "H", "H", "H", "H", "H", "H", "H", "H", "H", "H", "H", "H", "H", "H", "H", "H", "H", "H", "H", "H", "H", "H"],
  "coordinates": [[-3.12403, -1.25375, 5.03058], [-0.62924, 0.26209, 0.48297], [-0.26248, -0.28628, 3.60780], [2.95087, 2.52106, -3.57218], [-0.47989, -2.25178, 1.46474], [2.98952, 2.91144, -0.70848], [1.71377, 0.55946, -1.50759], [-1.28788, 0.27643, -3.93841], [-0.83936, -2.56172, -4.43881], [-2.09084, 2.38549, -0.36822], [-2.81150, -0.11657, 2.19930], [1.92790, 1.63003, -3.75004], [-1.84364, -0.93113, 5.48464], [-1.71581, -0.85309, -3.17283], [-0.67765, -1.34295, 4.51510], [2.58575, 3.55525, 1.64382], [-0.83223, -2.08755, -3.11136], [-0.52563, -3.33845, 0.59210], [2.37420, 3.88097, 0.14289], [0.86880, -3.72461, 0.08263], [-1.36626, -4.41917, 1.23611], [2.20776, 0.43226, -2.84704], [0.95821, 4.04148, -0.25539], [-3.02485, 2.55367, -0.24348], [-1.16129, -3.08515, -0.25635], [-1.30777, -2.76141, -2.39871], [2.48230, 4.48451, 2.20406], [2.87283, 4.84992, 0.11821], [0.29624, 0.43701, 0.31229], [-2.10326, -0.10997, 2.84318], [2.82046, 3.23840, -1.59511], [3.60113, 3.17661, 1.76104], [3.22406, 0.04157, -2.79624], [-2.71434, -1.24072, -3.37475], [0.70859, 4.32328, -1.27832], [0.45392, 3.12788, 0.05944], [-0.55929, -1.40727, 1.01519], [-2.48614, 0.42351, 1.47911], [-1.86605, 0.09130, 5.86177], [2.20332, 1.33851, -1.23368], [-2.45130, -4.31734, 1.21550], [-1.52622, -0.57362, -2.13646], [1.91342, 2.87960, 2.17256], [0.16275, -1.74533, -2.82675], [1.64362, -0.32384, -3.39309], [-3.32046, -0.74689, 4.23931], [0.22628, -1.50967, 5.10096], [-0.96339, -4.50869, 2.24496], [-0.98132, -2.23514, 3.96749], [-0.69007, -1.73271, -4.89930], [-2.08240, 0.80269, -3.82267], [-1.09716, 0.90733, -0.04708], [3.56341, 2.21099, -4.24319], [1.39741, -4.17830, 0.92098], [-1.77653, 3.13746, -0.87019], [0.05724, -0.67995, 2.79269], [0.40646, 4.82047, 0.27078], [1.60409, 1.40286, -4.76574], [1.00992, 2.07162, -3.36221], [-1.23689, -5.36404, 0.70831], [1.44894, -2.91039, -0.35164], [-1.71731, -1.57347, 6.35616], [0.87927, -4.60419, -0.56105]],
  "e_tot_ev": -35612.1112,
  "molar_mass_g_mol": 360.4,
  "smiles": "CC(C)O.CC(C)O.OCCO.OCCO.OCCO.O.O.O",
  "spin_multiplicity": 1,
  "homo_lumo_gap_ev": 9.37,
  "lumo_energy_ev": -0.1,
  "relative_energy_kcal_mol": 30.0
}

---

Record 3
{
  "formula": "C12H42N12O12",
  "method": "ωB97M-V/def2-TZVPD",
  "elements": ["O", "O", "O", "O", "O", "O", "O", "O", "O", "O", "O", "O", "N", "N", "N", "N", "N", "N", "N", "N", "N", "N", "N", "N", "C", "C", "C", "C", "C", "C", "C", "C", "C", "C", "C", "C", "H", "H", "H", "H", "H", "H", "H", "H", "H", "H", "H", "H", "H", "H", "H", "H", "H", "H", "H", "H", "H", "H", "H", "H", "H", "H", "H", "H", "H", "H", "H", "H", "H", "H", "H", "H", "H", "H", "H", "H", "H", "H"],
  "coordinates": [[-18.00597, -6.70834, 2.44015], [-16.97740, -8.34029, -0.09652], [-14.51041, -11.05514, 10.84068], [-11.69875, -7.35771, 8.27934], [-11.58342, -10.62696, 4.14702], [-19.89258, -12.93438, 8.17306], [-17.79481, -14.56578, 2.55675], [-16.44041, -6.73166, 5.64343], [-22.30700, -11.21743, 4.04543], [-16.36494, -10.67318, 4.42205], [-16.33042, -11.78893, 1.67052], [-15.77488, -9.90296, 6.83333], [-19.71251, -10.85202, 8.87452], [-15.19195, -5.18054, 6.57404], [-18.73101, -12.44874, 9.94865], [-11.17462, -11.80968, 5.96544], [-15.85668, -9.87887, 12.25223], [-20.98215, -11.71057, 5.75069], [-16.21860, -9.93255, 10.12851], [-13.24867, -9.00873, 8.17943], [-16.51372, -6.30895, 7.87303], [-13.16619, -11.25107, 5.58938], [-21.35839, -13.27199, 4.18464], [-12.82100, -7.88406, 6.46860], [-18.15001, -8.46851, 0.69205], [-16.04352, -6.18104, 6.64960], [-21.57268, -12.05861, 4.63601], [-12.47006, -8.06213, 7.67817], [-17.97235, -8.07520, 2.13970], [-19.53933, -12.13079, 8.98509], [-16.96704, -10.66846, 6.81233], [-18.38311, -13.27585, 2.11966], [-17.54609, -12.45072, 1.14830], [-15.45552, -10.36326, 11.09409], [-11.93408, -11.04088, 5.20244], [-17.16481, -11.30093, 5.45465], [-15.00933, -5.07840, 5.58595], [-17.14729, -13.08779, 0.35886], [-19.37637, -13.49268, 1.72658], [-16.01523, -5.90899, 8.65511], [-15.64471, -9.44296, 6.00082], [-15.93518, -10.19836, 9.19625], [-13.88891, -11.12550, 4.89510], [-16.93478, -11.38188, 7.63579], [-18.36953, -13.38851, 10.02786], [-20.37208, -10.53432, 8.17872], [-17.23471, -8.38000, -1.02054], [-17.05489, -9.49415, 10.48699], [-13.00493, -9.40652, 9.07523], [-21.96499, -13.64874, 3.47036], [-10.18056, -11.63419, 5.93155], [-18.94285, -7.96800, 0.13618], [-13.28792, -11.88172, 6.36884], [-18.81148, -8.38031, 2.76489], [-17.20256, -6.60948, 2.95624], [-15.44171, -10.31461, 13.06342], [-11.55926, -12.24789, 6.79013], [-18.53270, -11.73518, 10.63538], [-16.79406, -9.50995, 12.17926], [-20.76491, -13.85018, 4.76221], [-18.23046, -11.73772, 0.68857], [-14.58054, -4.90940, 7.33084], [-20.73255, -12.42384, 6.42080], [-21.21248, -10.77641, 6.05791], [-17.14639, -7.09455, 7.92464], [-16.97902, -12.37476, 5.47622], [-13.39932, -8.51868, 5.93671], [-17.81823, -9.99593, 6.91857], [-15.92834, -11.23812, 0.99485], [-12.54654, -6.97783, 6.11716], [-18.23269, -11.19447, 5.26385], [-19.16672, -10.12362, 9.31230], [-18.35829, -9.53767, 0.65178], [-18.50529, -12.63676, 2.99416], [-14.12289, -9.29494, 7.76238], [-18.32505, -15.23586, 2.11921], [-17.13791, -8.62195, 2.57887], [-16.43939, -11.11936, 3.57531]],
  "e_tot_ev": -55577.2180,
  "molar_mass_g_mol": 546.5,
  "smiles": "NC(N)=O.NC(N)=O.NC(N)=O.NC(N)=O.NC(N)=O.NC(N)=O.OCCO.OCCO.OCCO",
  "spin_multiplicity": 1,
  "homo_lumo_gap_ev": 8.76,
  "lumo_energy_ev": -0.5,
  "relative_energy_kcal_mol": 111.4
}

---

Record 4
{
  "formula": "C12H42N14O9",
  "method": "ωB97M-V/def2-TZVPD",
  "elements": ["O", "O", "O", "O", "O", "O", "O", "O", "O", "N", "N", "N", "N", "N", "N", "N", "N", "N", "N", "N", "N", "N", "N", "C", "C", "C", "C", "C", "C", "C", "C", "C", "C", "C", "C", "H", "H", "H", "H", "H", "H", "H", "H", "H", "H", "H", "H", "H", "H", "H", "H", "H", "H", "H", "H", "H", "H", "H", "H", "H", "H", "H", "H", "H", "H", "H", "H", "H", "H", "H", "H", "H", "H", "H", "H", "H", "H"],
  "coordinates": [[1.11659, 2.38370, 2.54246], [2.54320, 1.67065, -5.70865], [-0.08972, -0.18620, 0.23957], [2.33514, 4.01477, -1.49477], [-4.67959, 0.90335, -1.67416], [5.07608, 2.23009, 4.06660], [-3.52451, -0.34241, 3.12776], [-0.12582, -2.21648, -3.87565], [-0.73756, -2.88018, -0.64838], [-2.81148, -0.56445, -1.62667], [3.23074, 3.48438, 0.58789], [-1.95597, -4.64865, -0.23318], [1.50284, 3.21978, -4.40484], [1.02799, 3.26860, 0.09691], [3.43879, 0.75017, 4.78673], [-0.18101, 0.58764, 2.83479], [1.58047, -1.14825, -4.91884], [-0.59466, 2.58562, 4.02502], [-0.18677, 0.09262, -3.90629], [2.96370, 1.68732, -3.48062], [4.30565, 0.58151, 2.62535], [-3.17122, 0.72902, 0.08748], [-1.86001, -3.86086, -2.41065], [-3.67675, 0.41619, -1.15795], [0.37968, -1.14628, -4.25292], [0.20206, 1.84399, 3.17864], [2.33078, 2.17974, -4.58488], [-1.46501, -3.76994, -1.11889], [-4.58860, -2.32899, 2.18850], [2.20897, 3.63999, -0.32400], [0.75577, -0.13753, -0.94023], [4.32366, 1.28250, 3.84299], [1.99043, -1.03565, -0.75024], [-2.16535, -2.46205, 3.08805], [-3.53578, -1.84673, 3.19551], [2.48588, -0.79010, 0.18834], [0.38722, 0.18723, 2.08060], [3.95839, -0.35879, 2.60406], [-0.24694, 3.47784, 4.32069], [-2.16066, -3.56378, 3.27027], [-1.63258, -4.51978, 0.73047], [-4.24551, -2.16103, 1.16228], [5.19456, 0.64739, 2.16503], [3.11672, 3.14104, 1.50602], [-1.09264, -0.02997, -3.50524], [0.94303, 3.10118, 1.08233], [-3.58226, 1.52063, 0.57236], [1.70892, -2.06127, -0.77997], [-1.53181, 2.36546, 4.10614], [2.69518, 0.17743, 4.45786], [0.11049, 0.99455, -4.26610], [-0.90192, 0.11118, 3.32106], [3.17764, 1.36773, 5.50059], [-1.66424, -2.38671, 2.09251], [1.93641, -2.10414, -4.99611], [2.83158, 2.11564, -2.58200], [-2.39444, -1.18876, -0.94900], [-0.43254, -1.10311, 0.32194], [-2.80089, -5.13353, -0.46488], [-2.93984, -1.10077, -2.47308], [-1.50646, -2.03725, 3.89274], [1.68123, 3.75892, -3.55427], [-5.46316, -1.78938, 2.48895], [-1.53749, -3.12702, -3.00023], [-3.94729, -2.02327, 4.20750], [1.23748, 3.81732, -5.17432], [-3.67725, -0.21704, 2.18584], [0.27131, 3.46357, -0.54649], [-2.18713, 0.56340, 0.22936], [0.14167, -0.50486, -1.74699], [2.60479, -0.82727, -1.58593], [0.93621, 0.92891, -1.05596], [3.34362, 0.76533, -3.60702], [-4.86411, -3.39242, 2.32917], [-2.15344, -4.74447, -2.83221], [4.10753, 4.01664, 0.50766], [2.13000, -0.33365, -5.20640]],
  "e_tot_ev": -52421.6579,
  "molar_mass_g_mol": 526.6,
  "smiles": "NC(N)=O.NC(N)=O.NC(N)=O.NC(N)=O.NC(N)=O.NC(N)=O.NC(N)=O.CC(C)O.CCO",
  "spin_multiplicity": 1,
  "homo_lumo_gap_ev": 9.92,
  "lumo_energy_ev": 0.2
}